1.
Entry from the OMol25 dataset: 2 unconnected molecules or ions with the total composition C4H12 at a distorted geometry (the ωB97M-V functional and the def2-TZVPD basis).

Calculated values
**LUMO**: 1.14 eV
**SMILES**: CC.CC
**HOMO**: -11.146 eV

Element x y z (Å)
C  -2.393  -0.548  -1.711
C  -0.866  -0.355  -1.894
H  -2.796  0.129  -0.967
H  -2.951  -0.809  -2.607
H  -2.469  -1.553  -1.259
H  -0.380  -1.281  -2.137
H  -0.393  0.260  -1.137
H  -0.843  0.328  -2.724
C  1.020  0.254  1.299
C  2.168  0.633  2.263
H  1.156  0.997  0.519
H  1.152  -0.735  0.866
H  0.097  0.302  1.869
H  2.644  -0.133  2.881
H  1.904  1.361  3.038
H  2.949  1.148  1.700

Cartesian forces (eV/Å) of the 3 atoms listed first:
C 1.1648 -2.5807 1.4299
C -1.6351 1.4208 -0.9063
H -0.5328 0.3282 -0.5427

Here are the Löwdin charges for atoms 1 to 4, given in e: -0.1629, -0.1540, 0.0594, 0.0598


2.
Entry from the OMol25 dataset: 2 unconnected molecules or ions with the total composition C4H12 at a distorted geometry (the ωB97M-V functional and the def2-TZVPD basis).

Calculated values
**LUMO**: 1.09 eV
**SMILES**: CC.CC
**HOMO**: -11.003 eV

Element x y z (Å)
C  -1.931  -0.728  0.597
C  -2.166  -0.350  2.078
H  -2.514  -1.658  0.479
H  -2.228  0.045  -0.043
H  -0.812  -1.005  0.332
H  -1.657  0.617  2.170
H  -1.834  -1.193  2.611
H  -3.294  -0.364  2.551
C  1.363  0.303  -1.231
C  2.749  0.821  -1.440
H  0.624  1.106  -1.272
H  1.200  -0.574  -2.028
H  1.254  -0.155  -0.219
H  3.501  0.031  -1.759
H  3.104  1.302  -0.579
H  2.571  1.574  -2.268

Cartesian forces (eV/Å) of the 3 atoms listed first:
C 0.9991 -2.3441 1.0471
C -2.0534 0.5083 -0.3939
H 0.2101 0.4310 -0.7899

Here are the Löwdin charges for atoms 1 to 4, given in e: -0.1826, -0.1869, 0.0606, 0.0275


3.
Entry from the OMol25 dataset: 2 unconnected molecules or ions with the total composition C4H12 at a distorted geometry (the ωB97M-V functional and the def2-TZVPD basis).

Calculated values
**LUMO**: 1.18 eV
**SMILES**: CC.CC
**HOMO**: -11.214 eV

Element x y z (Å)
C  1.550  1.170  -0.651
C  1.401  1.497  0.834
H  0.686  1.442  -1.263
H  2.550  1.514  -0.974
H  1.431  0.102  -0.837
H  0.371  1.704  1.136
H  1.764  2.496  1.086
H  1.976  0.764  1.431
C  -1.837  -1.157  0.542
C  -1.098  -1.493  -0.730
H  -2.744  -0.522  0.383
H  -2.043  -2.043  1.134
H  -1.351  -0.341  1.131
H  -1.781  -1.671  -1.573
H  -0.188  -0.947  -0.955
H  -0.689  -2.517  -0.695

Cartesian forces (eV/Å) of the 3 atoms listed first:
C -0.1574 -0.4771 0.0971
C 0.0157 0.6372 0.1295
H 0.4238 1.2108 -0.0564

Here are the Löwdin charges for atoms 1 to 4, given in e: -0.1768, -0.1753, 0.0644, 0.0740


4.
Entry from the OMol25 dataset: 2 unconnected molecules or ions with the total composition C4H12 at a distorted geometry (the ωB97M-V functional and the def2-TZVPD basis).

Calculated values
**LUMO**: 1.13 eV
**SMILES**: CC.CC
**HOMO**: -11.097 eV

Element x y z (Å)
C  0.381  0.543  1.607
C  0.502  -0.473  2.747
H  -0.659  0.784  1.419
H  0.982  1.413  1.676
H  0.734  0.210  0.617
H  0.214  -1.475  2.231
H  0.062  -0.319  3.823
H  1.667  -0.738  3.072
C  -0.884  0.585  -2.391
C  -0.042  -0.554  -1.897
H  -0.365  1.556  -2.667
H  -1.285  0.196  -3.291
H  -1.748  0.949  -1.811
H  -0.516  -1.324  -2.265
H  1.006  -0.655  -2.156
H  -0.048  -0.698  -0.712

Cartesian forces (eV/Å) of the 3 atoms listed first:
C -0.0342 -0.4191 -0.3079
C 2.7860 -2.7146 0.8819
H -0.2425 0.3739 0.1876

Here are the Löwdin charges for atoms 1 to 4, given in e: -0.2053, -0.1964, 0.0635, 0.0436


5.
Entry from the OMol25 dataset: 2 unconnected molecules or ions with the total composition C4H12 at a distorted geometry (the ωB97M-V functional and the def2-TZVPD basis).

Calculated values
**LUMO**: 1.16 eV
**SMILES**: CC.CC
**HOMO**: -11.667 eV

Element x y z (Å)
C  1.974  -0.685  1.231
C  1.967  0.044  -0.121
H  2.703  -1.496  1.145
H  2.254  0.052  1.976
H  1.045  -1.174  1.509
H  2.969  0.439  -0.258
H  1.706  -0.528  -1.006
H  1.308  0.907  -0.007
C  -1.844  0.230  -1.301
C  -2.135  0.417  0.206
H  -2.417  -0.500  -1.875
H  -1.999  1.166  -1.844
H  -0.805  -0.049  -1.482
H  -1.785  1.408  0.467
H  -3.179  0.164  0.346
H  -1.474  -0.312  0.679

Cartesian forces (eV/Å) of the 3 atoms listed first:
C 0.3407 -0.5904 -1.0528
C -0.1682 0.5362 0.8344
H 0.1375 0.1770 0.5012

Here are the Löwdin charges for atoms 1 to 4, given in e: -0.1654, -0.1753, 0.0613, 0.0618


6.
Entry from the OMol25 dataset: 2 unconnected molecules or ions with the total composition C4H12 at a distorted geometry (the ωB97M-V functional and the def2-TZVPD basis).

Calculated values
**LUMO**: 1.12 eV
**SMILES**: CC.CC
**HOMO**: -11.416 eV

Element x y z (Å)
C  1.187  0.385  1.352
C  2.502  -0.044  0.720
H  1.407  1.290  1.938
H  0.491  0.816  0.631
H  0.793  -0.347  2.050
H  3.211  -0.323  1.498
H  2.459  -0.960  0.118
H  2.871  0.714  0.040
C  -1.599  0.276  -1.607
C  -2.187  -0.541  -0.441
H  -0.698  -0.250  -1.955
H  -2.318  0.209  -2.418
H  -1.171  1.243  -1.362
H  -1.538  -0.475  0.430
H  -2.157  -1.612  -0.678
H  -3.255  -0.382  -0.314

Cartesian forces (eV/Å) of the 3 atoms listed first:
C 0.7072 1.3687 0.1909
C -0.1717 -1.0322 -0.2358
H 0.0454 -0.2961 0.2591

Here are the Löwdin charges for atoms 1 to 4, given in e: -0.1716, -0.1753, 0.0656, 0.0439


7.
Entry from the OMol25 dataset: 2 unconnected molecules or ions with the total composition C4H12 at a distorted geometry (the ωB97M-V functional and the def2-TZVPD basis).

Calculated values
**LUMO**: 1.15 eV
**SMILES**: CC.CC
**HOMO**: -11.660 eV

Element x y z (Å)
C  1.301  -1.102  1.181
C  1.313  -1.270  2.690
H  1.087  -0.072  0.908
H  2.284  -1.337  0.748
H  0.734  -1.843  0.614
H  2.206  -0.813  3.114
H  1.359  -2.324  2.988
H  0.395  -0.928  3.167
C  -0.928  1.147  -1.256
C  -1.778  1.284  -2.518
H  0.097  1.063  -1.622
H  -0.987  2.038  -0.639
H  -1.153  0.219  -0.738
H  -2.847  1.324  -2.320
H  -1.603  0.460  -3.213
H  -1.479  2.153  -3.104

Cartesian forces (eV/Å) of the 3 atoms listed first:
C 1.0386 -0.4650 -0.5423
C -0.1356 -0.9564 0.0991
H -0.3186 -0.0933 -0.2538

Here are the Löwdin charges for atoms 1 to 4, given in e: -0.1826, -0.1750, 0.0515, 0.0630


8.
Entry from the OMol25 dataset: 2 unconnected molecules or ions with the total composition C4H12 at a distorted geometry (the ωB97M-V functional and the def2-TZVPD basis).

Calculated values
**LUMO**: 1.11 eV
**SMILES**: CC.CC
**HOMO**: -11.879 eV

Element x y z (Å)
C  0.148  0.400  -2.218
C  0.354  -1.110  -2.450
H  1.055  0.861  -1.846
H  -0.148  0.864  -3.162
H  -0.657  0.496  -1.497
H  -0.593  -1.508  -2.844
H  0.504  -1.631  -1.510
H  1.149  -1.309  -3.162
C  -0.137  1.096  2.471
C  -0.353  -0.389  2.202
H  0.855  1.311  2.878
H  -0.279  1.685  1.567
H  -0.852  1.483  3.208
H  0.361  -0.787  1.480
H  -0.252  -0.962  3.128
H  -1.347  -0.565  1.796

Cartesian forces (eV/Å) of the 3 atoms listed first:
C 0.0123 -0.9558 -0.2969
C -0.9439 0.4595 -0.1035
H 0.0491 0.2338 0.1048

Here are the Löwdin charges for atoms 1 to 4, given in e: -0.1685, -0.1709, 0.0558, 0.0607